No. 1
Entry from the OMol25 dataset: a gas-phase ion, C6H15N2Si (charge +1) at a distorted geometry (ωB97M-V with the def2-TZVPD basis set).

The calculation puts the HOMO energy (spin up / spin down) at -0.4915 / -0.4930 hartree. As for the LUMO energy (spin up / spin down): -0.2401 / -0.2301 Ha. As for the energy above the lowest of the compared OMol25 structures with the same formula, charge and spin: 74.7 kcal/mol. The calculation puts the orbital gap (spin up / spin down) at 6.84 / 7.15 eV.

Structure (ORCA input):
```
! wB97M-V def2-TZVPD RIJCOSX def2/J DEFGRID3
* xyz 1 1
C 0.8807 -1.1089 0.4343
C 1.4968 1.0395 2.1907
C 2.0964 -0.3014 2.4375
C 0.2378 0.1250 -2.5488
C -1.6553 1.8969 -0.6055
C -2.4489 -1.2017 -1.0582
N 0.2687 -0.0509 0.1596
N 1.7828 -1.2135 1.4011
Si -1.0651 0.1059 -1.0804
H 0.6630 -2.0463 -0.0282
H 0.7611 1.3199 2.9185
H 1.8656 1.6691 1.5301
H 3.2043 -0.2915 2.6177
H 1.5866 -0.6418 3.4300
H -0.1460 -0.1671 -3.6325
H 0.7464 1.0675 -2.4341
H 1.0143 -0.6175 -2.3080
H -2.5968 2.3323 -1.2504
H -1.8987 2.1902 0.4510
H -0.8291 2.4612 -0.8824
H -1.8976 -2.1821 -1.0082
H -3.1421 -0.9257 -0.3092
H -3.1384 -1.2538 -1.9208
H 2.2137 -2.2053 1.4963
*
```

***

No. 2
Entry from the OMol25 dataset: 3 unconnected molecules or ions with the total composition C2H8N2O at a distorted geometry (ωB97M-V with the def2-TZVPD basis set).

The calculation puts the HOMO energy at -0.3670 hartree. As for the LUMO energy: 0.0382 Ha. The SMILES is C#[N+][O-].C.N. As for the energy above the lowest of the compared OMol25 structures with the same formula, charge and spin: 113.8 kcal/mol. The calculation puts the orbital gap at 11.03 eV.

Structure (ORCA input):
```
! wB97M-V def2-TZVPD RIJCOSX def2/J DEFGRID3
* xyz 0 1
C 3.1338 1.7890 0.2651
C 0.5651 -1.7020 -0.3385
N 1.9870 1.5821 0.2140
N -2.8984 0.5800 0.0599
O 0.8370 1.4270 0.1283
H -0.2781 -2.0738 0.2914
H 0.3841 -0.7678 -0.6419
H 4.0203 2.2524 0.6646
H 1.3778 -1.6968 0.2460
H 0.6189 -2.5591 -1.1887
H -2.6455 -0.3754 0.2952
H -3.6296 0.9719 0.7299
H -3.4722 0.5726 -0.7252
*
```

***

No. 3
Entry from the OMol25 dataset: a molecular structure, C48H46F11N8NdS4 at a distorted geometry (ωB97M-V with the def2-TZVPD basis set).

The calculation puts the HOMO energy (spin up / spin down) at -0.0747 / -0.0750 hartree. As for the LUMO energy (spin up / spin down): 0.1396 / 0.1396 Ha. As for the energy above the lowest of the compared OMol25 structures with the same formula, charge and spin: 54.8 kcal/mol. The calculation puts the orbital gap (spin up / spin down) at 5.83 / 5.84 eV.

Structure (ORCA input):
```
! wB97M-V def2-TZVPD RIJCOSX def2/J DEFGRID3
* xyz -2 4
Nd -1.2980 -0.7449 0.5352
C -2.4048 -2.1162 -2.4137
N -2.9169 -2.0895 -1.0392
C -4.2583 -1.4446 -1.1056
C -4.7969 -0.9254 0.2381
N -3.7978 -0.2077 1.0679
C -4.3428 0.5290 2.0587
C -3.5349 1.3782 2.8908
F -2.1878 1.3573 2.6365
C -3.9287 2.2301 3.8499
F -3.0241 2.9673 4.4849
C -5.2598 2.3188 4.2051
F -5.7213 3.0069 5.3040
C -6.1187 1.5855 3.4453
F -7.4255 1.6565 3.8032
C -5.7567 0.6727 2.4821
F -6.7825 -0.1328 2.0362
C -2.9049 -3.5163 -0.5658
C -3.2492 -3.6056 0.9006
N -2.3670 -2.9050 1.7802
C -2.6954 -2.9058 3.0695
C -3.6198 -3.7385 3.7615
F -4.3603 -4.6837 3.0992
C -3.9135 -3.5899 5.0978
F -4.8583 -4.3480 5.6684
C -3.2685 -2.6097 5.8855
F -3.5614 -2.5516 7.1797
C -2.3223 -1.8398 5.2689
F -1.6615 -0.9326 5.9261
C -2.1093 -1.9424 3.9063
F -1.1828 -1.1340 3.4242
H -3.1561 -2.7531 -3.0341
H -2.5442 -1.1288 -2.8170
H -1.4096 -2.4719 -2.5012
H -4.0321 -0.5143 -1.6629
H -4.9466 -1.9955 -1.7317
H -5.6259 -0.2758 -0.0318
H -5.1878 -1.7825 0.8006
H -3.6082 -4.1043 -1.1488
H -1.8794 -3.9131 -0.6320
H -4.2685 -3.2476 1.0029
H -3.1695 -4.6569 1.1038
S 0.9906 0.4268 -1.0891
C 0.5126 1.9272 -1.8423
N 1.5957 2.6599 -2.4413
C 1.1931 3.6561 -3.4445
C -0.0206 4.3741 -2.9439
N -1.1410 3.4558 -2.7789
C -2.0247 3.3169 -3.9755
C -1.5105 2.7073 -5.2701
C -1.3750 3.4775 -6.4086
C -0.8365 2.9311 -7.5327
C -0.6064 1.5660 -7.5934
C -0.6866 0.8076 -6.4368
C -1.1886 1.3518 -5.2873
C -0.8258 2.2620 -1.9783
S -2.1811 1.3669 -1.3021
C 2.4607 3.2703 -1.4674
C 3.9640 3.1307 -1.8145
C 4.5392 2.0542 -2.5347
C 5.8931 1.9954 -2.7405
C 6.7615 2.9415 -2.2951
C 6.2252 4.0685 -1.6679
C 4.8442 4.1500 -1.4479
H 0.9530 3.1881 -4.3894
H 2.0572 4.2817 -3.5709
H -0.3267 5.1444 -3.6363
H 0.1459 5.0007 -2.0083
H -2.3556 4.3352 -4.1966
H -2.8626 2.7054 -3.6229
H -1.5573 4.5234 -6.3855
H -0.6078 3.5292 -8.4302
H -0.1366 1.2241 -8.5058
H -0.4359 -0.2529 -6.4385
H -1.2844 0.7538 -4.4100
H 2.2846 2.8205 -0.4685
H 2.1988 4.2928 -1.2977
H 3.8711 1.3475 -2.9609
H 6.2736 1.1397 -3.3397
H 7.8186 2.8187 -2.3827
H 6.8970 4.8345 -1.3325
H 4.4522 5.0081 -0.9240
S 0.4365 -3.0403 0.0115
C 1.8329 -2.9783 -0.9980
C 2.9670 -3.7266 -0.6222
C 4.0862 -3.7996 -1.4217
C 4.1102 -3.1925 -2.6789
C 3.0575 -2.3536 -3.0131
C 1.9580 -2.2386 -2.1876
S 0.7163 -1.0831 -2.5756
H 2.9579 -4.1321 0.3927
H 4.9282 -4.3278 -1.0191
H 5.0120 -3.3118 -3.3490
H 3.1085 -1.6874 -3.8717
F 0.1712 0.2029 1.8167
C 2.1876 -3.1544 4.5805
C 2.4593 -3.3491 3.1172
N 3.6352 -2.5425 2.8845
C 3.5218 -1.1826 3.0963
N 4.5101 -0.4656 2.6288
C 4.5028 0.9687 2.8643
C 3.0416 1.4914 3.0825
C 2.3934 0.6169 4.1912
N 2.4782 -0.7683 3.8395
C 1.8317 -1.6705 4.7802
H 3.0475 -3.5225 5.2012
H 1.2622 -3.6175 4.9089
H 1.5740 -2.9586 2.5344
H 2.6137 -4.3740 2.8563
H 4.3220 -2.7199 2.1668
H 4.9776 1.3856 1.9771
H 5.1396 1.2945 3.7149
H 2.5445 1.3488 2.1088
H 3.0031 2.5253 3.3678
H 1.3484 0.8317 4.3810
H 2.8630 0.8054 5.1987
H 0.8196 -1.4853 4.5567
H 2.0703 -1.2758 5.8427
*
```

***

No. 4
Entry from the OMol25 dataset: 6 unconnected molecules or ions with the total composition C17H41N5O6 at a distorted geometry (ωB97M-V with the def2-TZVPD basis set).

The calculation puts the HOMO energy (spin up / spin down) at -0.3806 / -0.4207 hartree. As for the LUMO energy (spin up / spin down): -0.0734 / -0.0734 Ha. The calculation puts the orbital gap (spin up / spin down) at 8.36 / 9.45 eV.

Structure (ORCA input):
```
! wB97M-V def2-TZVPD RIJCOSX def2/J DEFGRID3
* xyz 1 2
O 0.2109 1.6972 -0.6405
H 0.2967 1.8099 -1.6089
H 0.8382 2.2312 -0.1182
H 0.4228 0.7518 -0.5098
C -5.4935 -2.7033 -0.7431
C -4.4394 -1.9187 -0.0323
C -5.0021 -1.6220 1.3799
C -4.0241 -1.1701 2.4156
C -2.8195 -2.0910 2.4527
C -2.1032 -2.3647 1.1003
N -3.1136 -2.6318 0.0816
O -2.5526 -3.1316 -1.0789
C -1.1364 -1.1418 0.8638
C -1.1916 -3.5627 1.4091
C -4.2583 -0.5937 -0.7590
H -5.0381 -3.0279 -1.6792
H -6.4560 -2.2109 -0.8642
H -5.7094 -3.5504 -0.0887
H -5.7085 -0.7889 1.3294
H -5.6622 -2.4189 1.7266
H -4.5177 -1.3249 3.3788
H -3.8655 -0.0908 2.4283
H -3.1142 -3.0270 2.9327
H -2.1881 -1.6687 3.2379
H -0.7621 -0.7834 1.8180
H -0.3103 -1.4616 0.2258
H -1.6329 -0.3428 0.3113
H -0.3725 -3.7446 0.7106
H -0.6065 -3.4664 2.3272
H -1.7224 -4.5084 1.5225
H -3.4605 -0.5901 -1.5052
H -3.9902 0.2980 -0.1863
H -5.1483 -0.2815 -1.3065
O 1.3308 1.7431 -3.1386
C 2.0234 1.7363 -4.1637
N 3.3497 1.7213 -4.0121
C 1.3528 1.7526 -5.4914
H 3.9179 1.5372 -4.8241
H 3.7253 1.6194 -3.0830
H 1.9841 2.0574 -6.3251
H 0.5459 2.4838 -5.4826
H 0.9253 0.7515 -5.5497
O 2.2277 -0.2649 -0.7077
C 3.0313 -1.2132 -0.6823
N 3.3420 -1.8035 0.4706
C 3.6151 -1.7054 -1.9513
H 2.7104 -1.5691 1.2209
H 3.9518 -2.6038 0.5012
H 4.7010 -1.7578 -1.8647
H 3.2685 -1.0027 -2.7045
H 3.2355 -2.7184 -2.0898
O 1.0066 1.3155 1.8166
C 1.4663 1.1762 2.9479
N 2.0490 2.1771 3.6333
C 1.3946 -0.1897 3.6816
H 2.2833 3.0070 3.1128
H 2.7265 1.7341 4.2395
H 1.0464 0.0059 4.6936
H 2.3237 -0.7380 3.5201
H 0.7000 -0.8402 3.1524
O 1.6719 4.0072 -0.2779
C 2.8085 4.4122 -0.0389
N 3.1792 4.8843 1.1531
C 3.8903 4.4365 -1.1190
H 2.4582 4.8251 1.8550
H 4.0432 5.3925 1.2398
H 4.2322 5.3851 -1.5282
H 3.4838 3.9436 -2.0032
H 4.6283 3.7323 -0.7315
*
```

***

No. 5
Entry from the OMol25 dataset: 18 unconnected molecules or ions with the total composition H37O18 at a distorted geometry (ωB97M-V with the def2-TZVPD basis set).

The calculation puts the HOMO energy at -0.4866 hartree. As for the LUMO energy: -0.0938 Ha. As for the energy above the lowest of the compared OMol25 structures with the same formula, charge and spin: 73.9 kcal/mol. The calculation puts the orbital gap at 10.69 eV.

Structure (ORCA input):
```
! wB97M-V def2-TZVPD RIJCOSX def2/J DEFGRID3
* xyz 1 1
O 0.0552 -0.5726 -2.9041
H 0.1825 -0.4359 -3.9056
H 0.8562 -1.0530 -2.5150
O 1.2597 -0.0399 2.2324
H 1.8270 0.4551 1.6217
O 2.0972 2.0060 -3.5568
H 1.4435 2.6676 -3.6215
H 2.2694 1.7823 -2.5801
O 4.0270 1.4968 -1.2087
H 4.9421 1.1226 -1.3968
H 4.2447 2.1742 -0.4705
O -2.5880 2.1999 -1.1722
H -3.1771 2.3616 -0.5552
H -2.5825 1.1802 -1.2223
O -2.0881 -1.2778 -1.6817
H -2.6551 -1.9389 -1.9362
H -1.2032 -1.1024 -2.2220
O 1.6196 -1.0883 -0.6677
H 2.4042 -1.6636 -0.5842
H 2.0648 -0.3092 -1.0376
O -2.0558 -1.3114 0.8577
H -1.9589 -1.2249 -0.0884
H -1.7373 -0.3439 1.0787
O -0.3339 1.1300 4.2071
H 0.4298 1.2215 4.8311
H -0.9444 0.4444 4.4874
O 0.2383 2.4260 -1.6414
H -0.6252 2.7610 -1.5790
H 0.1416 1.5363 -1.9043
O 4.0655 -0.7846 -3.1325
H 3.5475 -0.6648 -3.9237
H 4.5535 -1.5845 -3.2132
O 2.4865 0.0647 -5.0399
H 2.7547 0.3321 -5.9281
H 2.2871 0.9387 -4.5899
O -1.3565 1.1682 1.3845
H -0.4442 1.4042 1.6284
H -1.8558 0.9754 2.3089
O -4.7519 -2.4249 2.2163
H -5.2340 -2.1826 1.3498
H -3.8092 -2.5920 1.8826
O -1.6893 -3.3958 3.6566
H -1.9208 -2.9061 4.4815
H -1.1674 -4.2028 3.8105
O 0.1416 -2.3270 1.6678
H -1.0620 -1.7879 1.2731
H 0.0456 -2.6336 2.5168
O 0.8536 2.9500 0.9408
H 1.2233 3.7448 1.2698
H 0.7066 2.7238 0.0711
O -2.6396 0.0345 3.3928
H -3.5705 0.1833 3.6112
H -2.6895 -0.8740 2.9358
H 0.5960 -1.3844 1.8339
H 0.7758 0.6218 2.7304
*
```

***

No. 6
Entry from the OMol25 dataset: 2 unconnected molecules or ions with the total composition C5H3NO at a distorted geometry (ωB97M-V with the def2-TZVPD basis set).

The calculation puts the HOMO energy at -0.3642 hartree. As for the LUMO energy: 0.0046 Ha. The SMILES is N#CC=C=O.C#C. As for the energy above the lowest of the compared OMol25 structures with the same formula, charge and spin: 60.7 kcal/mol. The calculation puts the orbital gap at 10.04 eV.

Structure (ORCA input):
```
! wB97M-V def2-TZVPD RIJCOSX def2/J DEFGRID3
* xyz 0 1
N 2.5968 -0.8892 -0.1452
C 1.8798 0.0107 0.0067
C 1.0799 1.1659 0.1987
C -0.2023 1.2655 0.5249
O -1.2755 1.5769 0.8254
C -1.9114 -1.0091 -0.3274
C -0.8520 -1.5669 -0.4461
H 1.5243 2.1547 0.1716
H -2.8803 -0.5688 -0.2325
H 0.0408 -2.1397 -0.5761
*
```